#a
Below is the ion C6H9N2 with charge +1, with properties calculated with ωB97M-V with the def2-TZVPD basis set.

Cartesian coordinates (Å):
C  -1.606  0.919  -0.585
C  -2.286  -0.348  -0.238
C  0.880  -0.168  0.109
C  0.517  1.305  0.242
C  -0.885  1.668  0.364
C  -1.458  -1.293  0.217
N  -0.087  -1.177  0.331
N  2.050  -0.557  -0.344
H  -1.016  0.903  -1.541
H  -3.364  -0.664  -0.313
H  1.190  1.630  1.036
H  1.104  1.549  -0.718
H  -1.339  2.091  1.297
H  -1.794  -2.221  0.471
H  0.439  -2.149  0.384
H  2.847  0.141  -0.345
H  2.213  -1.558  -0.395

For the orbital gap (spin up / spin down), the calculation gives 0.317 / 0.317 hartree. Its multiplicity is 1. The calculation puts the HOMO energy (spin up / spin down) at -12.78 / -12.78 eV. The calculation puts the LUMO energy (spin up / spin down) at -4.167 / -4.166 eV. The charge is +1.

Here is what Mulliken gives for the atomic charges, in e:
1. C -0.437
2. C -0.248
3. C 0.596
4. C -0.646
5. C -0.346
6. C -0.284
7. N -0.236
8. N -0.368
9. H 0.302
10. H 0.327
11. H 0.426
12. H 0.344
13. H 0.327
14. H 0.450
15. H 0.289
16. H 0.291
17. H 0.212

#b
Below is the ion C6H9N2 with charge +1, with properties calculated with ωB97M-V with the def2-TZVPD basis set.

Cartesian coordinates (Å):
C  -0.138  -1.186  -0.043
C  -1.503  -0.442  -0.007
C  -0.215  1.632  -0.060
C  -2.665  -1.059  -0.200
C  0.714  2.538  -0.116
C  2.198  -1.021  0.034
N  -1.288  0.991  0.308
N  0.865  -0.490  0.158
H  -0.196  -2.285  -0.202
H  -3.600  -0.526  -0.356
H  -2.763  -2.195  -0.319
H  1.712  2.184  0.236
H  0.704  3.591  -0.630
H  2.339  -2.021  -0.174
H  2.686  -0.751  0.955
H  2.750  -0.458  -0.783
H  -1.599  1.497  1.198

For the orbital gap, the calculation gives 0.356 hartree. Its multiplicity is 1. The calculation puts the HOMO energy at -14.02 eV. The calculation puts the LUMO energy at -4.337 eV. The charge is +1.

Here is what Mulliken gives for the atomic charges, in e:
1. C 0.087
2. C 0.365
3. C 0.679
4. C -0.874
5. C -0.713
6. C -0.986
7. N -0.139
8. N -0.240
9. H 0.311
10. H 0.305
11. H 0.234
12. H 0.276
13. H 0.298
14. H 0.446
15. H 0.325
16. H 0.289
17. H 0.337

#c
Below is the ion C6H9N2 with charge +1, with properties calculated with ωB97M-V with the def2-TZVPD basis set.

Cartesian coordinates (Å):
C  1.287  -2.218  -1.325
C  1.238  -1.405  -0.434
C  -1.062  0.446  1.658
C  -0.626  0.751  -0.913
C  0.968  -0.633  0.688
C  -1.300  0.056  0.308
N  -0.290  -0.632  1.095
N  0.682  1.198  -0.526
H  1.172  -2.605  -2.294
H  -0.541  1.341  1.986
H  -1.778  0.089  2.453
H  -0.451  0.011  -1.730
H  -1.229  1.560  -1.236
H  1.736  -0.359  1.318
H  -2.185  -0.514  0.140
H  1.483  0.787  -1.112
H  0.896  2.127  -0.076

For the orbital gap, the calculation gives 0.349 hartree. Its multiplicity is 1. The calculation puts the HOMO energy at -14.53 eV. The calculation puts the LUMO energy at -5.025 eV. The charge is +1.

Here is what Mulliken gives for the atomic charges, in e:
1. C 0.068
2. C -0.569
3. C -0.427
4. C -0.660
5. C 0.098
6. C 0.078
7. N -0.083
8. N -0.533
9. H 0.400
10. H 0.263
11. H 0.260
12. H 0.243
13. H 0.477
14. H 0.446
15. H 0.402
16. H 0.304
17. H 0.232

#d
Below is the ion C6H9N2 with charge +1, with properties calculated with ωB97M-V with the def2-TZVPD basis set.

Cartesian coordinates (Å):
C  1.421  -1.404  -1.165
C  -0.381  -1.179  0.298
C  1.607  0.749  -0.874
C  0.431  1.327  -1.445
C  0.412  1.117  0.012
C  -1.040  0.445  1.839
N  -0.303  0.085  0.651
N  0.234  -1.771  -0.794
H  1.958  -1.893  -1.992
H  -1.276  -1.698  0.863
H  0.301  2.352  -1.767
H  -0.332  0.808  -1.961
H  0.628  2.049  0.735
H  -2.055  0.060  1.948
H  -0.560  0.110  2.767
H  -1.006  1.601  1.859
H  -0.037  -2.758  -0.975

For the orbital gap (spin up / spin down), the calculation gives 0.239 / 0.294 hartree. Its multiplicity is 1. The calculation puts the HOMO energy (spin up / spin down) at -12.00 / -12.94 eV. The calculation puts the LUMO energy (spin up / spin down) at -5.482 / -4.926 eV. The charge is +1.

Here is what Mulliken gives for the atomic charges, in e:
1. C -0.304
2. C -0.020
3. C -0.484
4. C -0.401
5. C 0.144
6. C -0.940
7. N 0.082
8. N -0.017
9. H 0.322
10. H 0.257
11. H 0.317
12. H 0.260
13. H 0.398
14. H 0.367
15. H 0.389
16. H 0.292
17. H 0.339

#a comes first in stability; the runner-up is 0.0085 hartree higher.

#a
Below is the molecule C5H7ClS, with properties calculated with ωB97M-V with the def2-TZVPD basis set.

Cartesian coordinates (Å):
C  -0.077  1.353  0.017
C  1.098  0.531  -0.400
C  -1.292  -1.299  -0.543
C  -1.878  -0.968  0.786
C  2.127  0.326  0.425
S  -1.748  0.411  -0.371
Cl  3.606  -0.322  -0.105
H  -0.131  2.379  -0.326
H  -0.185  1.207  1.112
H  1.243  0.257  -1.514
H  -0.268  -1.422  -0.488
H  -1.732  -1.815  -1.343
H  -2.896  -1.191  1.223
H  2.134  0.554  1.527

For the orbital gap, the calculation gives 0.292 hartree. Its multiplicity is 1. The calculation puts the HOMO energy at -7.28 eV. The calculation puts the LUMO energy at 0.675 eV.

Here is what Mulliken gives for the atomic charges, in e:
1. C -0.471
2. C -0.346
3. C -0.258
4. C -0.658
5. C -0.179
6. S 0.036
7. Cl -0.174
8. H 0.391
9. H 0.270
10. H 0.307
11. H 0.200
12. H 0.353
13. H 0.217
14. H 0.314

#b
Below is the molecule C5H7ClS, with properties calculated with ωB97M-V with the def2-TZVPD basis set.

Cartesian coordinates (Å):
C  -1.645  0.405  -0.283
C  -2.650  -0.647  -0.192
C  -0.346  0.374  -0.165
C  -2.880  -1.810  -0.723
C  2.117  0.762  0.648
S  0.818  1.634  -0.347
Cl  -4.214  -2.791  -0.245
H  -2.181  1.373  -0.564
H  -3.231  -0.387  0.638
H  0.093  -0.549  0.099
H  -2.248  -2.402  -1.471
H  2.690  1.580  1.162
H  2.838  0.136  0.195
H  1.514  0.183  1.363

For the orbital gap, the calculation gives 0.340 hartree. Its multiplicity is 1. The calculation puts the HOMO energy at -8.39 eV. The calculation puts the LUMO energy at 0.858 eV.

Here is what Mulliken gives for the atomic charges, in e:
1. C -0.273
2. C -0.402
3. C -0.290
4. C -0.089
5. C -0.794
6. S -0.049
7. Cl -0.180
8. H 0.240
9. H 0.310
10. H 0.375
11. H 0.300
12. H 0.304
13. H 0.294
14. H 0.255

#b comes first in stability; the runner-up is 0.0920 hartree higher.

#a
Below is the molecule C2H4FN, with properties calculated with ωB97M-V with the def2-TZVPD basis set.

Cartesian coordinates (Å):
C  -0.069  -0.481  -0.036
C  -0.092  0.997  -0.189
N  0.469  -1.084  0.959
F  0.276  -2.414  0.841
H  -0.584  -1.047  -0.839
H  -1.065  1.417  -0.278
H  0.475  1.113  -1.066
H  0.590  1.499  0.609

For the orbital gap, the calculation gives 0.440 hartree. Its multiplicity is 1. The calculation puts the HOMO energy at -10.87 eV. The calculation puts the LUMO energy at 1.095 eV.

Here is what Mulliken gives for the atomic charges, in e:
1. C 0.110
2. C -0.809
3. N -0.335
4. F -0.133
5. H 0.334
6. H 0.298
7. H 0.281
8. H 0.256

#b
Below is the molecule C2H4FN, with properties calculated with ωB97M-V with the def2-TZVPD basis set.

Cartesian coordinates (Å):
C  0.644  -0.483  0.153
C  -0.527  0.086  -0.476
N  0.400  1.012  0.068
F  -1.666  -0.173  0.156
H  0.463  -0.930  1.089
H  1.255  -0.848  -0.581
H  -0.790  -0.039  -1.467
H  0.221  1.376  1.056

For the orbital gap, the calculation gives 0.405 hartree. Its multiplicity is 1. The calculation puts the HOMO energy at -9.74 eV. The calculation puts the LUMO energy at 1.272 eV.

Here is what Mulliken gives for the atomic charges, in e:
1. C -0.676
2. C 0.386
3. N -0.606
4. F -0.299
5. H 0.299
6. H 0.276
7. H 0.351
8. H 0.269

#b comes first in stability; the runner-up is 0.0183 hartree higher.

#a
Below is a cluster of 2 separate species, C2H4FN in total, with properties calculated with ωB97M-V with the def2-TZVPD basis set.

Cartesian coordinates (Å):
C  1.968  0.195  0.130
C  -0.280  -0.633  -0.030
N  1.175  -0.652  -0.322
F  3.270  0.105  -0.075
H  1.719  1.645  0.689
H  -0.698  -1.591  0.453
H  -0.616  -0.650  -1.031
H  -0.756  0.195  0.495

For the orbital gap, the calculation gives 0.412 hartree. Its multiplicity is 1. The calculation puts the HOMO energy at -10.34 eV. The calculation puts the LUMO energy at 0.874 eV.

Here is what Mulliken gives for the atomic charges, in e:
1. C 0.137
2. C -0.638
3. N -0.317
4. F -0.183
5. H 0.193
6. H 0.236
7. H 0.276
8. H 0.296

#b
Below is a cluster of 3 separate species, C2H4FN in total, with properties calculated with ωB97M-V with the def2-TZVPD basis set.

Cartesian coordinates (Å):
C  -1.192  0.364  -0.612
C  0.818  1.679  -0.392
N  -0.200  1.057  -0.796
F  -1.920  -0.075  -1.693
H  0.242  -1.612  -1.481
H  0.672  2.709  0.018
H  1.794  1.375  -0.850
H  0.009  -2.426  -1.629

For the orbital gap, the calculation gives 0.310 hartree. Its multiplicity is 1. The calculation puts the HOMO energy at -8.86 eV. The calculation puts the LUMO energy at -0.439 eV.

Here is what Mulliken gives for the atomic charges, in e:
1. C -0.047
2. C -0.279
3. N 0.004
4. F -0.154
5. H -0.253
6. H 0.246
7. H 0.234
8. H 0.249

#c
Below is a cluster of 2 separate species, C2H4FN in total, with properties calculated with ωB97M-V with the def2-TZVPD basis set.

Cartesian coordinates (Å):
C  1.336  -0.074  0.871
C  -2.430  -0.251  -0.783
N  1.756  0.082  -0.284
F  -3.556  0.317  -0.348
H  0.337  0.427  0.939
H  1.930  -0.356  1.726
H  -2.004  0.309  -1.589
H  2.632  -0.455  -0.532

For the orbital gap, the calculation gives 0.329 hartree. Its multiplicity is 1. The calculation puts the HOMO energy at -9.46 eV. The calculation puts the LUMO energy at -0.501 eV.

Here is what Mulliken gives for the atomic charges, in e:
1. C -0.198
2. C -0.029
3. N -0.435
4. F -0.109
5. H 0.157
6. H 0.259
7. H 0.137
8. H 0.219

#a comes first in stability; the runner-up is 0.0662 hartree higher.

#a
Below is a cluster of 2 separate species, C4H10N2 in total, with properties calculated with ωB97M-V with the def2-TZVPD basis set.

Cartesian coordinates (Å):
C  -1.674  -0.347  1.729
N  -1.517  -0.934  2.903
H  -1.033  -0.680  0.892
H  -2.458  0.420  1.523
H  -2.458  -1.031  3.361
N  -0.619  0.927  -1.739
C  0.796  0.556  -1.949
C  1.885  -0.779  -0.056
C  1.467  0.401  -0.561
H  -1.130  0.800  -2.635
H  -0.732  1.943  -1.610
H  1.381  1.244  -2.628
H  0.866  -0.416  -2.425
H  2.268  -0.836  0.977
H  1.967  -1.668  -0.715
H  1.434  1.280  0.126

For the orbital gap, the calculation gives 0.381 hartree. Its multiplicity is 1. The calculation puts the HOMO energy at -9.34 eV. The calculation puts the LUMO energy at 1.028 eV.

Here is what Mulliken gives for the atomic charges, in e:
1. C -0.167
2. N -0.515
3. H 0.194
4. H 0.234
5. H 0.237
6. N -0.560
7. C -0.471
8. C -0.719
9. C -0.035
10. H 0.233
11. H 0.223
12. H 0.286
13. H 0.323
14. H 0.258
15. H 0.222
16. H 0.257

#b
Below is the molecule C4H10N2, with properties calculated with ωB97M-V with the def2-TZVPD basis set.

Cartesian coordinates (Å):
C  -2.022  0.947  -0.819
C  -1.115  0.321  0.261
C  -0.164  -0.710  -0.310
N  2.583  -0.110  0.280
C  1.788  -1.008  0.984
N  0.601  -1.310  0.765
H  -1.432  1.315  -1.657
H  -2.733  0.207  -1.206
H  -2.671  1.721  -0.412
H  -0.567  1.197  0.595
H  -1.774  -0.015  1.056
H  0.502  -0.277  -1.060
H  -0.835  -1.460  -0.740
H  3.477  -0.022  0.723
H  2.183  0.465  -0.430
H  2.179  -1.259  1.968

For the orbital gap, the calculation gives 0.367 hartree. Its multiplicity is 1. The calculation puts the HOMO energy at -9.00 eV. The calculation puts the LUMO energy at 0.988 eV.

Here is what Mulliken gives for the atomic charges, in e:
1. C -1.241
2. C -0.101
3. C -0.692
4. N -0.375
5. C 0.092
6. N -0.491
7. H 0.342
8. H 0.324
9. H 0.344
10. H 0.203
11. H 0.277
12. H 0.312
13. H 0.293
14. H 0.223
15. H 0.173
16. H 0.316

#b comes first in stability; the runner-up is 0.0714 hartree higher.

#a
Below is a structure of composition C8H8BrCl, with properties calculated with ωB97M-V with the def2-TZVPD basis set.

Cartesian coordinates (Å):
C  -2.249  0.033  -1.291
C  -2.390  0.706  -0.059
C  -1.131  -0.768  -1.633
C  -1.335  0.658  0.838
C  -0.081  -0.750  -0.696
C  -0.118  -0.093  0.501
C  2.615  0.430  0.088
C  1.003  -0.341  1.432
Cl  1.495  -2.027  1.598
Br  1.125  0.530  3.090
H  -3.017  0.054  -2.126
H  -3.177  1.297  0.344
H  -0.913  -1.100  -2.583
H  -1.293  1.171  1.809
H  0.936  -1.201  -0.909
H  3.420  0.933  0.625
H  2.103  0.992  -0.648
H  3.008  -0.525  -0.379

For the orbital gap, the calculation gives 0.319 hartree. Its multiplicity is 1. The calculation puts the HOMO energy at -8.52 eV. The calculation puts the LUMO energy at 0.152 eV.

Here is what Mulliken gives for the atomic charges, in e:
1. C -0.164
2. C -0.641
3. C -0.912
4. C -0.296
5. C 0.073
6. C 0.617
7. C -0.831
8. C 0.032
9. Cl -0.123
10. Br -0.079
11. H 0.262
12. H 0.388
13. H 0.426
14. H 0.229
15. H 0.106
16. H 0.314
17. H 0.310
18. H 0.288

#b
Below is a structure of composition C8H8BrCl, with properties calculated with ωB97M-V with the def2-TZVPD basis set.

Cartesian coordinates (Å):
C  2.430  0.959  0.057
C  1.995  0.234  1.134
C  1.527  1.355  -1.012
C  0.644  -0.119  1.233
C  0.209  0.978  -0.856
C  -0.205  0.265  0.247
C  -2.028  -1.720  -0.673
C  -1.645  -0.127  0.409
Cl  -0.996  -2.992  -0.144
Br  -2.958  1.145  -0.164
H  3.447  1.107  0.009
H  2.784  0.147  1.974
H  1.837  1.863  -1.966
H  0.295  -0.435  2.163
H  -0.562  1.233  -1.588
H  -1.764  -1.349  -1.728
H  -3.119  -2.076  -0.536
H  -1.889  -0.467  1.442

For the orbital gap, the calculation gives 0.363 hartree. Its multiplicity is 1. The calculation puts the HOMO energy at -9.06 eV. The calculation puts the LUMO energy at 0.812 eV.

Here is what Mulliken gives for the atomic charges, in e:
1. C -0.363
2. C -0.537
3. C -0.691
4. C -0.407
5. C -0.148
6. C 0.962
7. C -0.386
8. C -0.892
9. Cl -0.150
10. Br -0.104
11. H 0.439
12. H 0.250
13. H 0.314
14. H 0.359
15. H 0.298
16. H 0.289
17. H 0.336
18. H 0.432

#b comes first in stability; the runner-up is 0.0541 hartree higher.